Entry from OMol25: a structure of composition C33H38GeN4O4SV (wB97M-V/def2-TZVPD).

E in Eh: -5219.40216
Max |F| in eV/Å: 0.706
2S+1: 2
Orbital gap (spin up / spin down) in eV: 8.1 / 7.7
LUMO level (spin up / spin down) in eV: 0.1 / -0.2
Charge: 0

Structure (XYZ):
```
82
Properties=species:S:1:pos:R:3:forces:R:3:lowdin_charge:R:1
V -0.176103 -0.876295 0.646152 -0.0616 0.3847 -0.5891 0.4810
O 2.152157 3.378327 -2.685057 0.1130 -0.2108 -0.1854 0.1273
C 0.913614 3.711852 -2.371913 -0.0162 0.2794 0.6460 -0.5036
O 0.402415 4.742103 -2.734551 -0.0260 -0.1006 -0.2387 0.1012
C 0.180282 2.807815 -1.437627 0.2197 -0.2285 -0.2241 -0.0405
C -1.096253 3.050995 -0.981227 -0.1157 0.0325 -0.0357 0.0253
N -1.443092 2.030921 -0.186109 -0.1308 -0.0306 0.1049 0.0745
N -0.468907 1.123131 -0.103419 0.1137 -0.2231 0.0369 0.0269
C 0.525107 1.569051 -0.863672 -0.1279 -0.0659 0.2077 -0.1303
C 1.733675 0.676348 -0.940517 -0.1380 -0.2581 0.3282 -0.5513
O 2.763820 1.105604 -1.447731 0.1406 0.0478 -0.2811 0.0674
O 1.571664 -0.485537 -0.415707 -0.1977 0.2330 0.2207 -0.0992
H 2.442894 2.520399 -2.261363 -0.0706 0.1147 0.0299 0.0693
H -1.754892 3.875496 -1.189559 -0.0283 0.0168 -0.0037 0.1455
H -2.350343 1.841803 0.228175 0.1807 0.0057 -0.0440 0.1479
C -1.387546 -1.592194 -0.223427 -0.0623 -0.0855 -0.1190 -0.3297
Ge -2.862132 -1.265251 -1.392231 -0.1333 -0.1300 0.0501 0.8866
C -3.899310 -2.891277 -1.720826 0.0813 0.0723 0.0178 -0.2750
C -5.226405 -2.828987 -2.142118 0.0270 -0.1220 0.0315 -0.1083
C -5.947077 -3.992271 -2.381535 0.0232 0.0096 0.0097 -0.0915
C -5.347793 -5.231676 -2.198205 0.0367 0.0613 0.0092 -0.0967
C -4.027826 -5.305078 -1.773851 0.0196 0.0522 0.0161 -0.0932
C -3.308285 -4.140113 -1.535289 -0.1151 0.0013 -0.0725 -0.1142
C -2.219652 -0.429292 -3.030704 0.0448 0.0032 -0.0043 -0.2679
C -3.101205 0.077718 -3.987045 0.3397 0.0720 -0.0880 -0.1204
C -2.617968 0.739870 -5.110516 -0.0474 -0.0445 0.1240 -0.0851
C -1.249958 0.906334 -5.282624 -0.0191 -0.0184 -0.0003 -0.0846
C -0.363275 0.390505 -4.347815 -0.0396 -0.0580 0.0345 -0.0748
C -0.846023 -0.283007 -3.231289 -0.1313 0.0624 -0.1329 -0.1060
C -4.043826 0.008799 -0.462682 0.0198 0.0184 -0.0219 -0.2881
C -4.419301 -0.288457 0.850493 -0.0442 0.1249 -0.0428 -0.1115
C -5.186430 0.602007 1.592047 0.0668 -0.0708 -0.0458 -0.0838
C -5.587809 1.807788 1.030715 0.0039 0.0103 0.0237 -0.0948
C -5.222323 2.119970 -0.270669 0.0547 -0.0580 -0.0735 -0.0932
C -4.453937 1.225013 -1.012519 -0.1035 -0.0940 0.2607 -0.1285
H -5.709652 -1.866994 -2.272973 -0.0181 0.0159 -0.0029 0.0968
H -6.977565 -3.932604 -2.707158 -0.0184 0.0004 -0.0077 0.0997
H -5.908759 -6.138319 -2.383728 -0.0116 -0.0095 -0.0029 0.0988
H -3.559314 -6.270247 -1.629248 0.0075 -0.0195 0.0019 0.0978
H -2.276628 -4.194786 -1.204299 0.0006 -0.0206 0.0038 0.0847
H -4.167250 -0.040313 -3.856908 -0.1673 -0.0282 -0.0219 0.0947
H -3.310012 1.130910 -5.845127 0.0008 0.0105 -0.0226 0.1005
H -0.876066 1.431209 -6.151401 0.0166 0.0243 -0.0137 0.1023
H 0.703898 0.509951 -4.488649 0.0164 0.0001 -0.0026 0.1082
H -0.156590 -0.708463 -2.510904 0.0107 0.0124 0.0155 0.0796
H -4.091765 -1.219607 1.300286 -0.0058 -0.0007 0.0221 0.0982
H -5.465631 0.356685 2.608749 -0.0099 0.0060 0.0142 0.1023
H -6.182296 2.503211 1.608356 -0.0159 0.0131 0.0100 0.1005
H -5.535452 3.057200 -0.713338 -0.0046 0.0187 0.0016 0.1018
H -4.157896 1.484831 -2.017418 0.0304 0.0671 -0.1518 0.0853
C 3.654937 -0.531517 5.525729 0.0679 -0.0287 -0.0295 -0.1056
C 4.588537 -1.241118 4.548864 -0.0204 -0.0088 0.0396 -0.2563
C 3.871741 -2.044166 3.467279 -0.0351 -0.0116 0.0702 -0.1996
C 2.930174 -1.213367 2.597417 0.0301 0.0072 -0.0343 -0.1678
N 1.591861 -1.020377 3.168364 -0.0564 -0.0984 0.1698 0.0371
C 0.438564 -1.587881 2.782141 0.2502 0.0555 0.1939 -0.8768
S -1.058946 -0.825394 3.044065 0.0748 0.1083 0.0351 0.7074
N 0.440306 -2.693629 1.973839 0.0260 -0.0328 -0.0490 -0.0393
C 1.337836 -3.858549 2.044073 0.1233 0.0263 -0.0297 -0.1443
C 1.101221 -4.695420 3.298810 -0.1332 -0.0243 0.0197 -0.1931
C -0.063183 -5.687467 3.209991 -0.0077 0.0602 0.0357 -0.2482
C -1.434044 -5.085974 2.893007 0.1334 0.0165 0.0322 -0.0966
H 4.217146 -0.104429 6.355057 -0.0028 0.0221 0.0135 0.0737
H 2.917742 -1.221475 5.940550 -0.0276 0.0070 0.0075 0.0775
H 3.124014 0.294885 5.047601 -0.0093 0.0022 0.0250 0.0625
H 5.240094 -1.921925 5.100598 0.0194 0.0238 0.0165 0.1071
H 5.241975 -0.505580 4.071561 0.0158 -0.0055 0.0030 0.1106
H 3.303398 -2.855849 3.933863 0.0365 0.0073 -0.0283 0.1027
H 4.620061 -2.506000 2.819397 -0.0027 -0.0188 -0.0234 0.1186
H 2.816517 -1.633875 1.600528 -0.0359 0.0637 -0.0274 0.1028
H 3.349951 -0.216448 2.445373 -0.0137 0.0012 -0.0141 0.1377
H 1.456078 -0.217839 3.766531 -0.0333 -0.0747 -0.1183 0.1139
H -0.514807 -2.963024 1.764424 -0.1114 -0.0261 -0.0131 0.0544
H 2.369154 -3.531950 1.995657 0.0099 -0.0095 -0.0364 0.0902
H 1.148771 -4.447216 1.144740 -0.0233 0.0642 -0.0207 0.1395
H 0.955198 -4.017825 4.148367 0.0091 -0.0340 -0.0081 0.1162
H 2.015960 -5.256508 3.501462 0.0259 -0.0046 0.0251 0.1138
H -0.119725 -6.212221 4.166269 0.0023 -0.0199 -0.0099 0.1056
H 0.179102 -6.445440 2.459352 0.0043 -0.0043 0.0070 0.1092
H -1.650183 -4.217136 3.520494 -0.0024 -0.0058 -0.0218 0.0738
H -2.218179 -5.821261 3.066351 -0.0286 -0.0146 -0.0052 0.0757
H -1.521744 -4.789002 1.844718 0.0073 0.0633 -0.0166 0.0659
```
Forces are in eV/Å.



Entry from OMol25: a structure of composition C33H38HgN4S at a distorted geometry (wB97M-V/def2-TZVPD).

E in Eh: -2050.75702
Max |F| in eV/Å: 2.822
Orbital gap (spin up / spin down) in eV: 3.1 / 2.7
LUMO level (spin up / spin down) in eV: 4.1 / 4.1
Charge: -2

Structure (XYZ):
```
77
Properties=species:S:1:pos:R:3:forces:R:3:lowdin_charge:R:1
Hg -1.229631 0.005987 -0.376246 -0.1832 1.5289 1.6292 0.9353
N 0.402349 -3.089439 2.183551 -0.0649 -0.6080 0.7943 0.0610
N 0.227907 -2.392967 -1.402816 -0.9690 0.2375 -2.2571 -0.1042
C 0.897573 2.142678 -0.397100 -0.1893 -0.7118 0.8981 -0.3200
C 1.987538 1.299004 -0.074596 -0.8660 0.2064 0.8657 -0.2811
C 1.823324 0.855472 1.274162 -0.6346 0.9837 -0.6719 -0.2692
C 2.673901 -0.116074 1.992297 0.2791 -0.4496 0.3684 -0.0901
H 3.492357 -0.467701 1.348413 -0.1138 -0.0564 0.1844 0.0534
H 2.082454 -0.991059 2.317609 0.2986 0.1473 -0.0817 0.0516
H 3.132133 0.332205 2.889050 0.0333 -0.1370 -0.0434 0.0620
C 0.649704 1.443289 1.803125 0.1486 -0.2111 -1.4290 -0.2829
C 0.087598 1.203558 3.154071 -0.0988 -0.0609 0.5236 -0.0766
H 0.514348 1.881027 3.913513 -0.0233 -0.0538 -0.0092 0.0614
H 0.306303 0.176749 3.488782 -0.1924 0.2050 -0.0189 0.0669
H -1.002006 1.353586 3.179157 0.2459 -0.1712 0.0082 0.0564
C 0.031620 2.192287 0.751212 1.0084 -0.2763 -0.0705 -0.3690
C -1.210599 2.994166 0.883216 -0.3141 0.4332 0.1921 -0.1352
H -1.938011 2.465684 1.516987 0.0105 0.1954 -0.2001 0.0494
H -1.670495 3.156828 -0.101272 -0.0784 -0.0042 0.2151 0.0409
H -1.034660 3.986101 1.337012 -0.0466 -0.0457 -0.0529 0.0612
C 3.085154 0.896563 -0.985118 0.3953 -0.1636 -0.2841 -0.0896
H 3.976616 1.530593 -0.844843 0.0624 -0.1453 -0.1653 0.0610
H 2.790996 0.983734 -2.043689 0.0684 -0.0289 0.1727 0.0445
H 3.394517 -0.148161 -0.809974 -0.0351 0.2436 -0.1125 0.0580
C 0.646463 2.797628 -1.707828 0.0502 0.2963 -0.3146 -0.0888
H -0.423081 2.996925 -1.891282 0.2529 -0.0951 0.0967 0.0537
H 1.007081 2.179511 -2.547438 -0.0692 0.1814 0.1022 0.0501
H 1.169446 3.768280 -1.758696 -0.1070 -0.0366 -0.2621 0.0623
C -0.243581 -3.642078 3.204558 -0.7599 -0.4119 -0.6736 -0.2130
H 0.249541 -3.614297 4.184211 -0.1083 0.1358 -0.2619 0.0848
C -1.507787 -4.251461 3.089623 0.4349 -0.1341 0.6462 -0.1579
H -1.958464 -4.710901 3.970870 -0.0470 0.2721 -0.2109 0.0655
C -2.124045 -4.297479 1.829614 0.6517 0.2030 -0.6221 -0.1339
H -3.131243 -4.694548 1.705243 0.1998 0.0060 0.0516 0.0904
C -1.421246 -3.827188 0.732198 -0.2145 0.0067 0.6146 -0.0953
H -1.809174 -3.846004 -0.282786 -0.1848 -0.0175 0.2217 0.0832
C -0.144080 -3.215530 0.936153 0.5510 0.6993 -1.1058 -0.3424
C 0.645244 -2.663957 -0.098048 0.6826 -0.5667 1.8153 -0.1621
H 1.652443 -2.319831 0.154116 -0.5128 0.1267 -0.0746 0.0823
C -0.252325 -1.170971 -1.810289 1.6924 -2.0674 -0.9084 -0.2093
C 0.391082 -3.241547 -2.531417 -0.1470 1.0707 1.3069 -0.0279
H 0.719380 -4.253158 -2.416980 0.0937 -0.1669 0.0388 0.1064
C 0.076238 -2.510172 -3.603124 -0.2513 0.4101 -0.6069 -0.0850
H 0.076570 -2.758537 -4.646628 -0.0328 -0.0498 -0.1424 0.1042
N -0.307427 -1.233512 -3.165364 0.1067 -0.6864 -0.2141 -0.0347
C -0.499216 -0.119567 -4.042188 0.1024 0.5273 0.3560 -0.1238
C 0.564947 0.263229 -4.884896 -0.7871 0.3009 -0.1028 -0.1994
C 0.376414 1.375804 -5.715594 -0.3323 -0.2099 0.1348 -0.0223
H 1.168276 1.660611 -6.407823 -0.0697 -0.0169 0.1490 0.1067
C -0.803866 2.120485 -5.683677 -0.1968 -0.1698 0.4111 -0.2828
C -1.041796 3.274517 -6.613613 0.0262 0.1871 -0.1455 -0.0705
H -1.590089 4.072655 -6.090404 0.2437 -0.1477 -0.2372 0.0772
H -1.651228 2.964707 -7.478409 0.1843 0.0949 0.2090 0.0770
H -0.086918 3.662378 -6.989768 -0.2572 0.0677 0.0354 0.0698
C -1.798928 1.775230 -4.768836 0.5294 -0.3798 -0.2147 -0.0178
H -2.715386 2.364234 -4.708789 0.2185 -0.1075 -0.0284 0.1166
C -1.672868 0.650374 -3.946318 -0.2290 -0.0188 -0.3563 -0.1890
C -2.837847 0.332584 -3.049205 -0.4626 0.2422 -0.0015 -0.1048
H -3.008006 -0.739306 -2.887374 0.2002 0.2933 0.0928 0.0756
H -3.760174 0.767795 -3.467155 0.2633 -0.2522 -0.1099 0.0754
H -2.752212 0.837584 -2.064545 0.1466 -0.3838 -0.2972 0.0062
C 1.873817 -0.464790 -4.937997 0.5135 -0.0179 -0.1468 -0.0491
H 1.793710 -1.427741 -5.464329 0.0471 0.2268 0.2454 0.0722
H 2.316332 -0.638221 -3.946284 -0.3015 -0.0384 -0.2001 0.0855
H 2.580876 0.157248 -5.502712 -0.0757 -0.1851 0.1173 0.0727
S -3.555167 -1.017135 0.315947 -0.5736 -0.0661 -0.7998 0.4471
C -3.621280 -0.551186 1.949980 1.5257 -0.9082 0.9704 -0.8315
N -4.683053 0.220299 2.361842 -0.9048 0.8818 -1.0961 -0.0389
C -5.080651 0.282749 3.669946 0.0551 -0.4371 1.4403 -0.1740
C -4.318864 -0.357003 4.630997 -0.5757 0.7171 -0.5040 -0.1561
C -3.090338 -0.935989 4.266496 0.5553 -0.1704 1.2348 -0.1516
C -2.716782 -0.977006 2.924157 -0.5395 0.0446 -1.7852 -0.1602
H -5.240760 0.644304 1.624575 0.2836 -0.3185 0.3955 0.1018
H -5.978717 0.859570 3.857179 0.0255 -0.1861 0.1645 0.0784
H -4.659572 -0.362855 5.661789 0.0367 0.0854 -0.0796 0.0735
H -2.439344 -1.384440 5.021574 -0.2404 0.1898 -0.2047 0.0797
H -1.787138 -1.417903 2.548922 -0.4335 -0.0772 0.4016 0.0784
```
Forces are in eV/Å.



Entry from OMol25: a structure of composition C33H38N4OPPd (wB97M-V/def2-TZVPD).

E in Eh: -2043.65783
Max |F| in eV/Å: 0.492
Orbital gap in eV: 6.7
LUMO level in eV: -2.5
Charge: +1

Structure (XYZ):
```
78
Properties=species:S:1:pos:R:3:forces:R:3:lowdin_charge:R:1
Pd -0.030459 0.114734 -0.239925 0.2422 0.2104 -0.3579 0.8259
N 2.078515 0.279443 -0.595106 -0.4738 0.1298 -0.0285 0.0032
C 2.778424 1.318666 0.123121 0.0399 -0.0128 0.1045 -0.3216
C 4.156193 1.286784 0.265399 0.0444 0.0623 -0.1061 -0.0304
C 4.800998 2.345892 0.885074 0.0125 -0.0308 -0.0149 -0.0489
C 4.076498 3.447191 1.323143 -0.0258 0.0170 -0.0069 -0.0523
C 2.697910 3.460509 1.192800 0.0222 0.0298 0.0054 -0.0728
C 2.029996 2.368385 0.639904 -0.0315 0.0063 0.1457 -0.2936
P 0.217969 2.210742 0.649242 -0.1052 -0.3949 0.2674 1.0562
C -0.331615 3.824261 0.050139 -0.0416 -0.0681 -0.1274 -0.3635
C 0.193089 4.297525 -1.153071 -0.0044 -0.0068 -0.0201 -0.1047
C -0.201717 5.526533 -1.648636 -0.0067 0.0020 0.0007 -0.0641
C -1.127149 6.290290 -0.945683 0.0024 0.0010 0.0037 -0.0610
C -1.652403 5.822234 0.248207 -0.0070 -0.0005 -0.0037 -0.0572
C -1.257314 4.589183 0.751092 -0.0449 -0.0165 -0.0310 -0.0637
C -0.356155 2.141822 2.370499 -0.0500 0.0937 -0.0120 -0.3556
C -1.639184 1.631795 2.577900 0.0128 0.0665 0.0051 -0.0867
C -2.196671 1.657646 3.848316 0.0221 -0.0249 0.0138 -0.0547
C -1.477859 2.175576 4.916397 -0.0088 0.0032 0.0033 -0.0709
C -0.196265 2.669555 4.714705 0.0021 0.0139 -0.0115 -0.0724
C 0.361338 2.662628 3.443889 0.0532 -0.0636 0.0016 -0.0830
H 1.876534 0.612063 -1.537533 0.2883 -0.0559 -0.1164 0.1072
H 2.625674 -0.568004 -0.698327 -0.0154 -0.0662 0.1560 0.1064
H 4.725406 0.451939 -0.126891 0.0015 0.0057 -0.0005 0.1217
H 5.876339 2.323568 1.000577 -0.0033 0.0006 -0.0058 0.1156
H 4.586121 4.289682 1.770380 -0.0032 -0.0050 0.0028 0.1150
H 2.129297 4.319112 1.529338 0.0009 -0.0057 0.0108 0.1198
H 0.910839 3.702329 -1.707608 0.0048 0.0062 0.0103 0.1099
H 0.206240 5.889380 -2.582594 0.0025 0.0017 0.0059 0.1110
H -1.436379 7.252588 -1.331748 -0.0056 -0.0082 -0.0035 0.1114
H -2.374502 6.414864 0.793829 0.0056 0.0005 -0.0019 0.1124
H -1.679071 4.227106 1.679286 0.0179 0.0072 0.0044 0.1070
H -2.207100 1.223783 1.750448 -0.0234 0.0103 0.0009 0.0867
H -3.195289 1.268153 3.998433 0.0013 0.0066 -0.0087 0.1153
H -1.915048 2.195600 5.906283 0.0049 -0.0077 -0.0033 0.1107
H 0.369390 3.069923 5.546072 -0.0020 0.0020 -0.0053 0.1107
H 1.360030 3.053907 3.304001 -0.0028 0.0040 0.0027 0.0931
C -2.264193 -1.869566 1.341269 0.0277 0.0066 -0.0522 -0.0478
C -2.807923 -0.787278 0.464669 -0.0291 0.1133 0.0334 -0.3996
C -4.128410 -0.479526 0.237616 -0.0023 0.0467 -0.0036 -0.0717
C -4.157908 0.600939 -0.676930 -0.0046 -0.0208 0.0312 -0.0690
C -2.854537 0.928715 -0.967624 0.0305 -0.1140 -0.0580 -0.3853
C -2.374693 1.954500 -1.945716 0.0240 -0.0155 0.0077 -0.0561
N -2.021964 0.076767 -0.269922 -0.0208 -0.0353 0.0599 -0.1254
H -2.857443 -1.953486 2.253094 -0.0051 -0.0140 -0.0104 0.0846
H -1.236084 -1.664551 1.630001 0.0966 0.0311 0.0100 0.0263
H -2.280632 -2.847872 0.850936 0.0201 -0.0014 -0.0229 0.0747
H -4.972660 -0.992660 0.672302 -0.0006 0.0042 -0.0119 0.0992
H -5.029227 1.076064 -1.100662 0.0010 -0.0026 0.0111 0.0994
H -3.057283 2.002083 -2.794643 0.0098 -0.0029 0.0018 0.0811
H -1.384828 1.705376 -2.334857 0.0354 -0.0038 0.0002 0.0507
H -2.321440 2.957100 -1.520993 0.0162 0.0417 0.0267 0.0562
N -0.526205 -5.897428 -1.827473 -0.0030 -0.0017 -0.0015 0.1486
C -0.360648 -4.591520 -1.525168 -0.0011 0.0047 -0.0031 -0.3041
C -1.017121 -3.583258 -2.248898 0.0261 -0.0157 -0.0094 0.0067
C -0.819116 -2.270053 -1.908700 -0.0265 -0.0269 0.0174 -0.1163
N -0.007269 -1.885872 -0.910253 -0.2306 0.0997 0.0526 -0.0834
C 0.617588 -2.844910 -0.209932 0.0844 0.0822 -0.0451 -0.1410
C 0.484413 -4.182240 -0.479796 -0.0069 -0.0190 0.0024 -0.0014
H -1.194968 -6.180303 -2.520547 -0.0039 0.0005 0.0029 0.1130
H -0.138227 -6.613106 -1.240594 0.0101 -0.0008 -0.0047 0.1118
H -1.686653 -3.830134 -3.061689 0.0012 -0.0008 0.0042 0.1207
H -1.340049 -1.479751 -2.432195 -0.0256 0.0069 0.0274 0.1177
H 1.235535 -2.502294 0.612678 -0.0325 -0.0122 0.0411 0.1047
H 1.015038 -4.908591 0.121254 -0.0062 0.0055 0.0003 0.1178
C 2.700305 -1.629105 3.958482 -0.0037 0.0061 0.0175 -0.1368
C 1.303315 -2.065288 4.449771 0.0078 0.0141 0.0069 -0.1365
C 0.375579 -1.044986 3.799358 -0.0016 0.1386 0.0051 -0.1925
O 1.029499 -0.677575 2.578085 0.1376 -0.1486 0.0623 -0.2060
C 2.393597 -0.503481 2.961486 -0.0705 -0.0771 -0.0208 -0.2015
H 3.221682 -2.452666 3.472362 -0.0009 -0.0026 0.0024 0.1058
H 3.332675 -1.274888 4.770944 0.0025 0.0013 -0.0022 0.1109
H 1.218091 -2.053521 5.534917 -0.0033 -0.0103 0.0023 0.1135
H 1.064391 -3.072068 4.107456 0.0080 0.0099 -0.0102 0.1092
H 0.273567 -0.151532 4.426615 -0.0072 0.0040 -0.0042 0.1139
H -0.615833 -1.418859 3.564808 -0.0101 -0.0194 -0.0152 0.1049
H 2.514728 0.483013 3.426022 0.0143 0.0151 -0.0055 0.1214
H 3.008591 -0.540474 2.065016 0.0170 0.0003 -0.0256 0.0993
```
Forces are in eV/Å.